No. 1
{"formula": "C3H6Si", "method": "ωB97M-V/def2-TZVPD", "de_lowest_kj_mol": 210.7, "multiplicity": 3, "homo_energy_ev": [-7.20, -9.09], "s_squared": 2.06, "symbols": ["C", "C", "C", "Si", "H", "H", "H", "H", "H", "H"], "xyz": [[1.18443, -0.68566, 0.21286], [-0.44405, -1.05067, 0.80984], [1.56800, 0.51704, -0.69331], [-1.86361, -0.09327, 0.43464], [1.05259, 1.52378, -0.70541], [2.62437, 0.61787, -0.64620], [1.27334, 0.15454, -1.72441], [-0.19354, -1.86802, 1.53278], [-1.89407, 1.23220, -0.10550], [-3.30746, -0.34781, 0.88471]], "atomic_forces_ev_per_a": [[-5.374, 1.823, 0.884], [5.086, 0.671, -0.822], [-1.727, -1.732, -1.088], [-0.400, -1.224, 0.955], [0.353, -1.107, 1.156], [0.937, 0.386, -0.154], [0.683, 0.258, 0.639], [-1.196, 0.580, -0.896], [0.521, 0.597, -0.626], [1.118, -0.252, -0.048]]}

---

No. 2
{"formula": "C3H77F3NO39", "method": "ωB97M-V/def2-TZVPD", "charge": -1, "homo_energy_ev": -6.09, "symbols": ["O", "C", "O", "C", "N", "C", "F", "F", "F", "H", "H", "H", "O", "H", "H", "O", "H", "H", "O", "H", "H", "O", "H", "H", "O", "H", "H", "O", "H", "H", "O", "H", "H", "O", "H", "H", "O", "H", "H", "O", "H", "H", "O", "H", "H", "O", "H", "H", "O", "H", "H", "O", "H", "H", "O", "H", "H", "O", "H", "H", "O", "H", "H", "O", "H", "H", "O", "H", "H", "O", "H", "H", "O", "H", "H", "O", "H", "H", "O", "H", "H", "O", "H", "H", "O", "H", "H", "O", "H", "H", "O", "H", "H", "O", "H", "H", "O", "H", "H", "O", "H", "H", "O", "H", "H", "O", "H", "H", "O", "H", "H", "O", "H", "H", "O", "H", "H", "O", "H", "H", "O", "H", "H"], "xyz": [[-3.69148, 2.54678, -1.89945], [-3.59743, 1.99533, -0.77441], [-4.37429, 2.14189, 0.17267], [-2.40145, 1.07126, -0.54764], [-1.21539, 1.71401, -1.16991], [-0.00124, 1.08401, -0.90298], [0.02032, 0.39954, 0.25999], [1.01091, 2.00116, -0.77026], [0.43900, 0.26069, -1.88812], [-2.65938, 0.13846, -1.04570], [-2.30979, 0.94688, 0.51680], [-1.34909, 1.62013, -2.17011], [3.10000, 0.05913, -0.15366], [3.51531, -0.04993, 0.71051], [2.16313, 0.15983, 0.04214], [5.52813, -1.42806, 1.31206], [6.48900, -1.35512, 1.27104], [5.25508, -1.34677, 0.39348], [-2.01636, -1.54161, 1.28005], [-2.07153, -2.48921, 1.47003], [-1.07297, -1.36361, 1.20247], [-6.02599, 1.34427, -3.02218], [-6.32306, 1.06510, -2.14815], [-5.38400, 2.05101, -2.83609], [-4.09446, -3.66358, 1.51018], [-4.88409, -3.95150, 1.98305], [-4.44323, -3.27585, 0.70258], [4.36117, -3.16162, 3.63967], [4.70046, -2.63488, 2.90464], [4.00536, -3.94354, 3.19829], [-2.82236, -2.47324, 3.92105], [-2.46444, -1.91667, 3.21655], [-3.18777, -3.21781, 3.43249], [8.23460, 0.21701, 1.81067], [8.69093, 0.13491, 2.65400], [8.64025, 0.98896, 1.40502], [-3.52027, -4.49139, 5.69635], [-3.09093, -4.69333, 6.53021], [-3.04211, -3.71117, 5.38034], [3.07580, -5.35931, 2.04401], [3.29089, -5.88825, 1.26717], [2.46073, -5.90732, 2.54236], [-6.84714, -4.69676, 3.08543], [-7.79974, -4.58367, 3.15499], [-6.53894, -4.73959, 3.99780], [9.00346, 2.51313, 3.80861], [8.04418, 2.60078, 3.80604], [9.23479, 2.43302, 4.73865], [-3.87178, 2.41957, -5.30529], [-4.82584, 2.54881, -5.36013], [-3.70564, 2.36242, -4.35154], [-2.68059, 4.95142, -3.95454], [-2.44165, 4.32782, -4.64716], [-3.30138, 4.45047, -3.40726], [-1.73192, -4.95802, 2.29232], [-2.59794, -4.88535, 1.86445], [-1.91612, -5.24665, 3.19733], [-2.85765, -2.07992, 7.16195], [-3.68129, -2.35653, 7.57361], [-3.14444, -1.58719, 6.38006], [7.29657, -1.70586, -1.01918], [8.25498, -1.63289, -1.06325], [7.00666, -1.61855, -1.93492], [-0.59236, -5.14148, 4.86653], [-0.16463, -5.34336, 5.70354], [-0.13672, -4.35389, 4.54815], [3.62708, -1.08778, -3.25042], [2.88925, -1.62452, -2.94660], [3.72382, -0.43254, -2.54751], [-2.73148, 4.58353, 0.78315], [-3.29859, 3.87192, 0.44587], [-2.07807, 4.70273, 0.08662], [-2.88621, 6.11914, -1.41924], [-3.68893, 5.96654, -0.90801], [-3.18731, 6.35283, -2.30517], [6.89469, 0.97016, -2.96163], [6.00621, 0.90292, -3.33608], [6.75978, 0.78070, -2.02461], [-1.17466, 8.44755, -0.97407], [-0.81665, 8.75158, -1.81289], [-1.59017, 7.59730, -1.19300], [7.37442, 2.39434, -5.78839], [7.14111, 2.07132, -4.91153], [8.00715, 3.10233, -5.63735], [2.20245, -7.63241, 0.25883], [1.39181, -7.12721, 0.39955], [2.06544, -8.08165, -0.58032], [-6.29636, -0.81344, -0.93453], [-6.07571, -1.41813, -1.65013], [-6.91613, -1.30140, -0.38456], [2.93447, 3.65580, -2.13708], [2.11837, 3.19287, -1.90948], [3.06693, 4.27373, -1.41010], [0.00352, 6.41596, 1.34176], [-0.81061, 6.27019, 1.83585], [-0.29435, 6.67393, 0.46092], [-6.01669, 2.05837, -7.63819], [-5.05309, 2.08541, -7.60144], [-6.22208, 2.11191, -8.57606], [3.96682, -9.03360, 1.96686], [3.53052, -8.37161, 1.40745], [4.86522, -9.09111, 1.63137], [0.24192, -4.99674, -0.14219], [-0.07740, -5.38289, 0.68446], [0.89357, -4.34738, 0.14361], [6.41951, 4.33971, -3.53109], [6.57152, 4.28029, -4.47905], [6.24621, 3.43437, -3.25314], [3.81187, 5.85266, -3.74832], [3.58909, 4.92097, -3.60510], [4.77053, 5.87374, -3.67093], [2.86146, 5.96765, 1.91768], [1.90457, 6.12021, 1.86633], [3.07196, 6.07678, 2.84803], [-1.27214, 0.36289, 7.27276], [-1.58787, -0.54287, 7.14936], [-0.59459, 0.48658, 6.60221], [-5.97863, -5.10932, 0.30132], [-5.81715, -5.72069, -0.42375], [-6.51991, -5.60751, 0.92384], [-9.13900, 2.80845, -6.65323], [-9.53789, 3.40037, -7.29657], [-8.23249, 2.69072, -6.96344]], "atomic_forces_ev_per_a": [[0.280, 0.171, -1.106], [-0.262, 0.239, -0.106], [-0.275, 0.056, 0.528], [-0.475, 0.656, -0.477], [0.277, -1.334, 0.232], [0.032, 1.067, -0.023], [0.076, -0.235, -0.099], [-0.181, -0.161, -0.024], [-0.080, -0.275, 0.165], [0.174, -0.364, 0.172], [0.339, -0.128, 0.165], [-0.161, 0.676, -0.155], [0.215, -0.252, 0.066], [0.058, 0.043, -0.004], [0.071, 0.067, -0.025], [-0.242, 0.016, 0.182], [0.010, 0.167, -0.004], [0.072, -0.173, -0.073], [0.115, -0.297, 0.325], [0.000, -0.051, -0.298], [-0.016, 0.079, -0.101], [-0.133, 0.187, -0.297], [0.124, -0.013, 0.049], [0.050, -0.290, 0.419], [0.254, 0.144, 0.421], [-0.157, -0.089, -0.164], [0.026, 0.025, -0.073], [-0.031, -0.055, -0.074], [0.087, 0.171, -0.043], [-0.005, -0.041, -0.004], [0.053, 0.011, 0.389], [-0.052, 0.308, -0.007], [-0.078, 0.103, -0.185], [0.047, -0.190, -0.101], [-0.031, 0.106, 0.052], [-0.028, 0.058, 0.030], [-0.343, -0.170, -0.078], [0.075, -0.059, -0.009], [0.055, 0.023, 0.035], [-0.160, 0.021, -0.039], [0.026, 0.003, -0.018], [0.060, -0.018, 0.088], [0.028, -0.100, 0.046], [-0.004, 0.108, -0.030], [0.103, -0.015, -0.003], [-0.018, -0.098, 0.034], [-0.014, -0.002, -0.067], [0.033, 0.034, 0.013], [0.028, 0.145, 0.064], [-0.039, -0.077, 0.108], [-0.027, -0.236, 0.011], [-0.138, 0.024, -0.055], [-0.111, 0.050, -0.129], [0.231, -0.136, 0.228], [-0.003, -0.224, -0.065], [0.010, 0.145, -0.099], [0.235, -0.003, 0.021], [0.019, 0.235, -0.119], [-0.001, 0.014, 0.063], [-0.031, -0.203, -0.119], [-0.013, 0.125, -0.203], [0.014, 0.024, 0.067], [-0.009, -0.076, -0.021], [0.239, 0.013, 0.029], [-0.030, -0.044, 0.025], [-0.096, 0.047, -0.057], [0.221, 0.122, 0.113], [-0.042, -0.010, -0.023], [-0.194, -0.028, 0.097], [0.072, 0.039, 0.163], [-0.174, -0.115, 0.299], [-0.023, -0.045, -0.092], [-0.116, 0.480, -0.264], [0.170, -0.096, 0.256], [0.181, -0.182, -0.121], [-0.340, 0.073, -0.094], [-0.009, -0.189, 0.026], [0.105, 0.081, 0.039], [0.100, -0.193, -0.082], [0.112, 0.030, 0.034], [-0.349, 0.044, 0.090], [-0.163, 0.125, -0.130], [0.287, -0.096, 0.068], [0.131, -0.111, 0.058], [-0.103, 0.102, -0.004], [0.048, 0.156, -0.162], [0.053, -0.008, -0.023], [-0.005, -0.165, 0.043], [0.010, 0.110, -0.109], [-0.021, 0.046, 0.048], [-0.015, -0.159, 0.014], [0.148, 0.034, -0.055], [0.013, 0.089, -0.021], [-0.038, -0.046, 0.049], [-0.019, -0.145, -0.046], [0.124, 0.228, 0.035], [-0.046, 0.074, -0.145], [0.005, -0.028, 0.179], [0.013, -0.024, -0.023], [0.065, 0.107, -0.068], [-0.084, -0.286, 0.084], [0.041, 0.015, 0.058], [0.222, -0.380, 0.117], [-0.396, 0.362, 0.103], [0.035, -0.001, 0.002], [0.192, 0.134, 0.019], [-0.166, -0.068, -0.075], [-0.035, 0.007, 0.121], [0.000, 0.063, -0.211], [-0.095, 0.172, 0.181], [0.015, -0.135, 0.076], [-0.023, -0.012, 0.085], [-0.091, -0.001, -0.194], [0.030, 0.001, 0.014], [0.050, -0.066, -0.103], [0.037, 0.080, 0.278], [0.001, 0.048, -0.011], [-0.388, -0.332, -0.305], [0.044, 0.046, -0.042], [0.045, 0.129, 0.152], [0.015, 0.009, -0.187], [-0.027, 0.037, 0.021], [0.106, -0.075, 0.197]]}